No. 1
The following is a DFT calculation (ωB97M-V/def2-TZVPD) of 2 unconnected molecules or ions with the total composition C4H12N2Si at a distorted geometry.

Calculated values
E_HOMO (alpha / beta)	-7.71 / -6.31	eV
energy relative to the best compared isomer or geometry (same formula, charge and spin)	75.25	kcal/mol

Atoms and positions in Å:
C  2.42653  -1.35189  2.09155
C  1.14607  -1.18818  2.26937
C  -0.26122  2.56271  -0.61675
C  0.30135  -0.83638  -1.70280
N  -2.33913  -0.99247  -0.30869
N  -1.20434  1.48511  -0.48267
Si  -0.82146  -0.17429  -0.33113
H  3.11136  -1.67735  2.88109
H  2.90859  -1.17045  1.14205
H  0.59034  -1.33985  3.17895
H  -0.59552  3.26342  -1.38833
H  -0.13446  3.11988  0.31760
H  0.70849  2.16539  -0.90588
H  1.07009  -0.11573  -1.95689
H  0.79386  -1.75033  -1.39000
H  -0.27608  -1.04847  -2.59889
H  -2.99340  -0.77096  0.42257
H  -2.32444  -1.98776  -0.45524
H  -2.10664  1.80759  -0.16592

Atomic partial charges in e from the Löwdin method, atoms 1 to 6: C -0.20; C -0.10; C -0.19; C -0.20; N -0.08; N -0.20

***

No. 2
The following is a DFT calculation (ωB97M-V/def2-TZVPD) of a molecular structure, C12H18F9FeO6 at a distorted geometry.

Calculated values
spin multiplicity	5
expectation value of S²	6.014
E_HOMO (alpha / beta)	-4.99 / -4.92	eV
energy relative to the best compared isomer or geometry (same formula, charge and spin)	82.28	kcal/mol
charge	-1

Atoms and positions in Å:
Fe  -0.45876  -0.41138  -0.01522
C  2.39731  1.70616  -0.11402
O  3.45542  1.09848  -0.82906
O  1.51823  0.63262  -0.04288
C  2.79756  2.38266  1.29272
F  2.48170  3.68222  1.18400
F  2.01024  2.06931  2.25650
F  4.01575  2.23838  1.64002
C  4.46910  2.01094  -1.44823
C  5.36460  1.21390  -2.25095
H  4.86474  0.90033  -3.16742
H  6.21995  1.84181  -2.50035
H  5.66694  0.36903  -1.63217
H  4.96414  2.68546  -0.74962
H  3.87317  2.58214  -2.16006
H  1.92157  2.42943  -0.77634
C  -2.67913  1.22484  -0.76016
O  -2.30590  0.80752  0.49802
O  -1.62005  0.60729  -1.42615
C  -4.10575  0.78441  -1.19986
F  -4.21352  -0.52790  -1.12023
F  -4.95181  1.38633  -0.33859
F  -4.39039  1.08141  -2.43983
C  -2.40080  1.58342  1.67244
C  -1.26666  2.62497  1.83074
H  -1.29971  3.35473  1.02176
H  -1.30156  3.21914  2.74389
H  -0.27881  2.16465  1.84980
H  -2.23012  0.89525  2.50032
H  -3.37220  2.05711  1.81421
H  -2.58052  2.31023  -0.77792
C  0.07945  -3.17113  -0.59795
O  -0.93358  -2.59228  0.13272
O  0.69746  -1.95661  -1.03830
C  0.84366  -4.29541  0.13642
F  0.01191  -5.30452  0.63061
F  1.70958  -4.85202  -0.64947
F  1.51951  -3.85929  1.19219
C  -2.23804  -3.18176  0.08544
C  -3.06429  -2.73706  1.22744
H  -4.00386  -3.28779  1.18246
H  -2.49201  -3.29908  1.96549
H  -3.26311  -1.69219  1.46581
H  -2.30136  -4.26571  -0.01021
H  -2.78778  -2.85683  -0.79791
H  -0.34210  -3.65323  -1.47997

Atomic partial charges in e from the Löwdin method, atoms 1 to 6: Fe 1.01; C -0.40; O -0.09; O -0.24; C -0.67; F 0.10

***

No. 3
The following is a DFT calculation (ωB97M-V/def2-TZVPD) of 2 unconnected molecules or ions with the total composition C8H11NO2 at a distorted geometry.

Calculated values
E_HOMO (alpha / beta)	-7.06 / -7.57	eV
energy relative to the best compared isomer or geometry (same formula, charge and spin)	142.31	kcal/mol

Atoms and positions in Å:
C  -2.32936  -1.73930  1.19604
C  2.68225  0.72919  1.77652
C  0.54087  1.42567  -1.90474
C  1.94730  -0.24489  1.24896
C  0.80109  1.12801  -0.64913
C  0.41854  -1.95208  -1.52711
C  1.13768  -0.16578  0.01982
C  -2.70200  0.70987  0.24994
N  -2.43367  -0.62506  0.75193
O  -2.10138  -2.79212  1.66200
O  0.90325  -1.33046  -0.47664
H  3.27973  0.47245  2.72049
H  2.70325  1.72377  1.34956
H  0.28468  2.36301  -2.20332
H  0.46869  0.79817  -2.75442
H  1.66122  -1.23512  1.67197
H  0.79185  1.87122  0.17271
H  0.01680  -2.97139  -1.47045
H  0.22699  -1.30808  -2.38088
H  -2.63792  1.37548  1.08167
H  -1.97042  0.98109  -0.45175
H  -3.68946  0.78634  -0.08317

Atomic partial charges in e from the Löwdin method, atoms 1 to 6: C -0.34; C 0.00; C 0.02; C -0.13; C -0.11; C 0.02

***

No. 4
The following is a DFT calculation (ωB97M-V/def2-TZVPD) of 2 unconnected molecules or ions with the total composition C4H9O3 at a distorted geometry.

Calculated values
E_HOMO	-4.26	eV
energy relative to the best compared isomer or geometry (same formula, charge and spin)	4.72	kcal/mol
charge	-1

Atoms and positions in Å:
O  -0.62703  1.12840  1.73942
C  -1.45399  0.77011  0.85992
O  -2.66572  0.53070  1.01752
C  -0.93283  0.61869  -0.58620
C  -0.03643  -0.61885  -0.69366
C  1.06676  -0.45887  -1.76749
H  -0.32428  1.50042  -0.81374
H  -1.78087  0.55639  -1.26491
H  -0.59763  -1.47460  -1.01625
H  0.49394  -0.75392  0.24382
H  0.57504  -0.25472  -2.71416
H  1.73439  0.36273  -1.49522
H  1.74916  -1.30949  -1.82564
H  0.52992  0.02263  3.35395
H  0.95261  -0.24294  2.03437
O  1.31699  -0.37665  2.92827

Atomic partial charges in e from the Löwdin method, atoms 1 to 6: O -0.10; C -0.74; O -0.07; C -0.15; C -0.25; C -0.13

***

No. 5
The following is a DFT calculation (ωB97M-V/def2-TZVPD) of 2 unconnected molecules or ions with the total composition C4H8 at a distorted geometry.

Calculated values
E_HOMO	-7.93	eV
energy relative to the best compared isomer or geometry (same formula, charge and spin)	142.30	kcal/mol

Atoms and positions in Å:
C  0.46292  1.34144  -0.04915
C  0.20739  -0.03047  -0.33152
C  0.76923  -0.98922  0.63917
C  -0.27997  -0.44967  -1.52927
H  0.78896  1.48420  0.98624
H  1.16599  1.87766  -0.68900
H  -4.57349  -0.18437  4.56161
H  1.84241  -0.79355  0.79535
H  0.48576  -0.72270  1.67469
H  -0.20186  -1.49934  -1.79207
H  -5.23748  0.05475  4.34623
H  -0.66411  0.21112  -2.29666

Atomic partial charges in e from the Löwdin method, atoms 1 to 6: C 0.12; C -0.57; C 0.06; C 0.06; H 0.05; H 0.07

***

No. 6
The following is a DFT calculation (ωB97M-V/def2-TZVPD) of a molecular structure, C8H10CrO5S at a distorted geometry.

Calculated values
spin multiplicity	5
expectation value of S²	6.049
E_HOMO (alpha / beta)	-16.14 / -16.11	eV
energy relative to the best compared isomer or geometry (same formula, charge and spin)	2.91	kcal/mol
charge	+2

Atoms and positions in Å:
Cr  0.05285  0.68252  1.10336
C  0.08995  1.57463  2.73262
O  0.11556  2.08113  3.78260
C  0.01090  2.05253  -0.18678
O  -0.02417  2.72507  -1.14059
C  -1.61397  0.17479  0.44970
O  -2.55541  -0.29805  -0.05339
C  1.62988  0.10909  0.26797
O  2.58263  -0.25562  -0.29262
C  0.02332  -2.78561  -2.52791
H  0.97350  -3.23350  -2.21508
H  -0.90302  -3.17902  -2.08604
C  -0.00327  -1.68976  -3.31024
H  -0.93848  -1.22052  -3.64471
H  0.90223  -1.25050  -3.75234
C  -0.21586  -2.97960  0.97351
S  0.20172  -1.52570  1.97251
C  -1.14561  -1.70101  3.15384
O  1.48087  -1.80632  2.67091
H  -1.28851  -2.98121  0.75639
H  0.07229  -3.81865  1.62500
H  0.34828  -2.98353  0.04167
H  -1.29749  -2.77958  3.28474
H  -0.79048  -1.21035  4.06457
H  -2.05541  -1.23620  2.76310

Atomic partial charges in e from the Löwdin method, atoms 1 to 6: Cr 0.38; C -0.01; O 0.27; C -0.03; O 0.29; C -0.07

***

No. 7
The following is a DFT calculation (ωB97M-V/def2-TZVPD) of a single C17H24BrN3O2 molecule at a distorted geometry.

Calculated values
E_HOMO	-8.70	eV

Atoms and positions in Å:
C  -1.84594  -2.66313  2.24488
C  -2.10673  -1.44719  1.39084
N  -1.22974  -0.63188  0.97874
N  0.08014  -0.76398  1.28068
C  0.98817  0.11112  0.75820
O  0.70843  1.01133  0.00385
C  2.38534  -0.16418  1.22482
C  3.43080  -0.29026  0.31562
C  4.73334  -0.48113  0.74809
C  5.00190  -0.53365  2.10407
C  3.97325  -0.40540  3.02355
C  2.67389  -0.22432  2.58477
H  1.87287  -0.10136  3.29955
H  4.18308  -0.44327  4.08138
H  6.01737  -0.67436  2.44102
H  5.52672  -0.58432  0.02419
Br  3.08478  -0.26452  -1.55255
H  0.40496  -1.51510  1.88791
C  -3.53249  -1.15601  1.03150
H  -3.90977  -1.88202  0.30837
H  -4.13519  -1.25247  1.93958
C  -3.71253  0.29619  0.56463
O  -4.17581  1.09054  1.36446
N  -3.36363  0.62502  -0.69200
C  -2.84336  -0.31596  -1.67479
H  -2.64037  -1.25283  -1.15773
C  -1.51447  0.13912  -2.28099
H  -1.05124  -0.69817  -2.79768
H  -1.64280  0.94271  -3.00046
H  -0.84331  0.47672  -1.49745
C  -3.88916  -0.58236  -2.76290
H  -4.09513  0.31882  -3.33447
H  -3.52418  -1.34432  -3.44709
H  -4.82080  -0.92859  -2.31968
C  -3.49449  2.02542  -1.11173
C  -2.57329  2.92503  -0.28971
H  -2.58149  3.93246  -0.69839
H  -1.55663  2.54143  -0.31169
H  -2.91182  2.95844  0.74092
C  -4.94719  2.49901  -1.04921
H  -5.01838  3.50513  -1.45500
H  -5.58937  1.84119  -1.63137
H  -5.29421  2.50829  -0.02117
H  -3.17330  2.06577  -2.15414
H  -1.55213  -2.36240  3.25160
H  -2.74123  -3.27276  2.31834
H  -1.04581  -3.27139  1.82037

Atomic partial charges in e from the Löwdin method, atoms 1 to 6: C -0.02; C -0.32; N 0.13; N 0.08; C -0.47; O 0.05

***

No. 8
The following is a DFT calculation (ωB97M-V/def2-TZVPD) of 9 unconnected molecules or ions with the total composition C6H30O9 at a distorted geometry.

Calculated values
E_HOMO	-10.25	eV
energy relative to the best compared isomer or geometry (same formula, charge and spin)	122.64	kcal/mol

Atoms and positions in Å:
C  -4.96629  2.45344  -4.27257
O  -4.07020  2.13837  -3.30985
H  -4.45161  2.66957  -5.20878
H  -5.58765  1.57954  -4.46827
H  -5.52049  3.36926  -4.06709
H  -4.51384  1.84552  -2.51046
C  3.80429  1.17473  4.35818
O  4.95270  1.61990  4.98862
H  3.45382  1.73392  3.49067
H  3.89527  0.15794  3.97611
H  2.97113  1.24371  5.05759
H  4.73190  1.82679  5.89969
C  -1.82847  5.95887  1.71523
O  -2.46983  6.94272  2.53857
H  -2.53612  5.62283  0.95734
H  -0.86352  6.22035  1.28096
H  -1.44790  5.10892  2.28166
H  -2.40811  7.74067  2.00841
C  -2.49899  -4.35968  -3.36139
O  -3.11888  -5.54597  -3.80628
H  -2.47847  -3.58399  -4.12688
H  -3.06716  -3.92343  -2.53983
H  -1.51983  -4.54881  -2.92142
H  -2.47416  -5.96135  -4.38369
O  1.44664  1.46494  -2.05856
H  0.56712  1.73223  -2.32546
H  1.99907  2.21955  -2.26258
O  -0.79680  -0.77554  1.50487
H  -1.65452  -0.35896  1.42126
H  -0.26795  -0.37678  0.81383
O  0.03818  -3.43797  5.47570
H  -0.13182  -3.14105  4.58173
H  0.95996  -3.69595  5.47168
O  -5.33572  1.31078  1.47121
H  -5.56165  1.92749  2.16753
H  -6.14077  0.81610  1.31821
C  6.06537  -3.08889  -0.97080
C  4.79233  -3.73424  -1.29077
O  4.14393  -2.97277  -2.30957
H  6.39911  -3.41370  0.01470
H  5.82839  -2.05394  -0.72421
H  6.79489  -3.18827  -1.77455
H  4.13125  -3.83034  -0.42947
H  4.96931  -4.73820  -1.67658
H  3.76610  -2.14832  -1.99471

Atomic partial charges in e from the Löwdin method, atoms 1 to 6: C -0.22; O -0.10; H 0.08; H 0.08; H 0.08; H 0.08

***

Repeat the eighth record exactly.
The following is a DFT calculation (ωB97M-V/def2-TZVPD) of 9 unconnected molecules or ions with the total composition C6H30O9 at a distorted geometry.

Calculated values
E_HOMO	-10.25	eV
energy relative to the best compared isomer or geometry (same formula, charge and spin)	122.64	kcal/mol

Atoms and positions in Å:
C  -4.96629  2.45344  -4.27257
O  -4.07020  2.13837  -3.30985
H  -4.45161  2.66957  -5.20878
H  -5.58765  1.57954  -4.46827
H  -5.52049  3.36926  -4.06709
H  -4.51384  1.84552  -2.51046
C  3.80429  1.17473  4.35818
O  4.95270  1.61990  4.98862
H  3.45382  1.73392  3.49067
H  3.89527  0.15794  3.97611
H  2.97113  1.24371  5.05759
H  4.73190  1.82679  5.89969
C  -1.82847  5.95887  1.71523
O  -2.46983  6.94272  2.53857
H  -2.53612  5.62283  0.95734
H  -0.86352  6.22035  1.28096
H  -1.44790  5.10892  2.28166
H  -2.40811  7.74067  2.00841
C  -2.49899  -4.35968  -3.36139
O  -3.11888  -5.54597  -3.80628
H  -2.47847  -3.58399  -4.12688
H  -3.06716  -3.92343  -2.53983
H  -1.51983  -4.54881  -2.92142
H  -2.47416  -5.96135  -4.38369
O  1.44664  1.46494  -2.05856
H  0.56712  1.73223  -2.32546
H  1.99907  2.21955  -2.26258
O  -0.79680  -0.77554  1.50487
H  -1.65452  -0.35896  1.42126
H  -0.26795  -0.37678  0.81383
O  0.03818  -3.43797  5.47570
H  -0.13182  -3.14105  4.58173
H  0.95996  -3.69595  5.47168
O  -5.33572  1.31078  1.47121
H  -5.56165  1.92749  2.16753
H  -6.14077  0.81610  1.31821
C  6.06537  -3.08889  -0.97080
C  4.79233  -3.73424  -1.29077
O  4.14393  -2.97277  -2.30957
H  6.39911  -3.41370  0.01470
H  5.82839  -2.05394  -0.72421
H  6.79489  -3.18827  -1.77455
H  4.13125  -3.83034  -0.42947
H  4.96931  -4.73820  -1.67658
H  3.76610  -2.14832  -1.99471

Atomic partial charges in e from the Löwdin method, atoms 1 to 6: C -0.22; O -0.10; H 0.08; H 0.08; H 0.08; H 0.08